Entry 1:
{"formula": "C10H17N9O4RuS3", "method": "ωB97M-V/def2-TZVPD", "total_charge": 1, "e_homo_ev": [-10.498, -10.497], "s_squared": 1.005, "gap_ev": [5.638, 6.168], "de_lowest_kcal_mol": 94.54, "spin_multiplicity": 2, "species": ["Ru", "C", "N", "C", "C", "N", "N", "C", "N", "N", "H", "H", "H", "H", "H", "H", "H", "H", "H", "H", "H", "N", "C", "N", "C", "C", "S", "C", "C", "S", "C", "N", "N", "H", "H", "H", "H", "H", "H", "O", "S", "O", "O", "O"], "positions_angstrom": [[-0.5250, 0.0124, 0.2153], [3.1575, 1.4726, -1.6410], [3.1881, 0.2506, -0.8651], [4.1727, 0.1819, 0.2038], [2.0900, -0.5352, -0.8207], [0.9698, -0.3200, -1.4479], [2.2611, -1.7434, -0.1501], [1.3238, -2.3644, 0.6335], [1.8281, -3.2633, 1.5148], [0.0544, -2.2098, 0.4349], [4.1740, 1.8285, -1.7776], [2.5674, 2.2307, -1.1162], [2.7369, 1.2796, -2.6260], [4.7309, 1.1128, 0.2308], [4.8873, -0.6304, 0.0443], [3.6690, 0.0759, 1.1685], [0.9438, 0.5557, -1.9744], [3.2105, -1.9217, 0.1527], [2.7863, -3.2015, 1.8183], [1.1950, -3.6476, 2.1986], [-0.5164, -2.7289, 1.0983], [-1.0053, 3.6411, 0.1993], [-2.1093, 2.9243, 0.1326], [-2.1665, 1.6539, -0.1853], [-3.4431, 1.1754, -0.1833], [-4.4111, 2.1108, 0.0924], [-3.7121, 3.6362, 0.4154], [-3.6488, -0.2258, -0.4423], [-4.8356, -0.9040, -0.4565], [-4.5851, -2.5629, -0.8201], [-2.8576, -2.2424, -0.9510], [-2.5420, -1.0017, -0.6950], [-1.9956, -3.1926, -1.3023], [-0.1121, 3.0888, 0.2666], [-1.0366, 4.5800, 0.5638], [-5.4695, 1.9562, 0.1331], [-5.8209, -0.5297, -0.2743], [-2.3119, -4.1288, -1.4855], [-1.0126, -2.9446, -1.3253], [-0.6013, 1.1827, 2.1375], [0.8646, 1.3329, 1.8721], [1.5646, 2.1491, 2.8042], [0.9320, 1.9075, 0.4650], [1.4103, -0.0417, 1.7435]], "forces_ev_per_a": [[-1.0, -0.2, -2.0], [-0.2, 0.3, -0.2], [-0.7, -0.6, 0.1], [0.2, -0.2, 0.4], [1.0, 0.3, -0.5], [-1.7, 0.4, 0.1], [0.5, 0.0, 0.6], [0.5, -0.9, 0.1], [-0.2, 0.2, -0.1], [-0.5, 1.6, 0.3], [0.0, 0.0, 0.0], [0.1, 0.0, -0.2], [0.0, 0.1, -0.1], [0.0, 0.0, -0.1], [0.1, 0.0, 0.0], [0.1, 0.0, -0.1], [0.2, -0.3, 0.4], [-0.2, 0.1, -0.2], [0.0, 0.0, -0.1], [0.1, 0.0, -0.1], [0.1, 0.2, 0.0], [0.9, 0.0, 0.0], [-1.1, 1.0, 0.1], [2.1, -0.9, 0.2], [-1.8, 0.9, 0.4], [0.8, -1.2, -0.3], [1.0, -0.2, -0.2], [-1.5, -0.6, 0.1], [0.9, 0.5, 0.0], [0.8, 0.1, -0.2], [-1.0, -0.5, 0.0], [1.8, 0.8, 0.8], [0.4, -0.1, -0.1], [-0.7, 0.7, -0.1], [0.0, -0.1, 0.0], [-0.2, 0.0, 0.0], [-0.2, 0.1, 0.0], [0.2, 0.1, 0.0], [-0.2, -0.2, 0.0], [-0.7, -0.9, -0.1], [1.1, 1.2, 1.6], [-0.2, 0.0, 0.0], [-0.4, -1.5, -0.4], [-0.5, -0.1, -0.4]], "mulliken_spin": [0.9480, -0.0012, -0.0052, -0.0010, -0.0009, -0.0312, -0.0023, -0.0090, 0.0009, 0.0300, -0.0002, 0.0001, 0.0007, -0.0002, -0.0002, 0.0008, 0.0043, 0.0003, 0.0007, -0.0001, -0.0008, -0.0060, -0.0024, -0.0280, 0.0091, 0.0006, -0.0017, -0.0077, -0.0079, -0.0014, -0.0034, -0.0081, 0.0054, -0.0017, 0.0006, 0.0003, 0.0000, -0.0005, 0.0010, -0.0120, -0.0135, 0.0040, 0.0341, 0.1059]}

Entry 2:
{"formula": "C10H17NO", "method": "ωB97M-V/def2-TZVPD", "e_homo_ev": -8.818, "gap_ev": 9.655, "smiles": "C[C@@H]1CCCN1.O=C1CC=CC1", "de_lowest_kcal_mol": 0.00, "species": ["C", "C", "C", "C", "C", "C", "C", "C", "C", "C", "H", "H", "H", "H", "H", "H", "H", "H", "H", "H", "H", "H", "H", "H", "H", "H", "H", "N", "O"], "positions_angstrom": [[-1.9175, 2.1520, 1.0134], [-2.1442, 2.5900, -0.4319], [-3.3885, 1.8626, -0.8389], [-3.8707, 1.0904, 0.1229], [-3.0672, 1.2234, 1.4061], [2.2719, -2.0608, 1.7555], [1.8807, -1.8109, 0.3064], [3.0351, -1.5556, -0.6726], [2.4195, -0.6297, -1.7451], [0.9529, -0.4456, -1.2983], [-2.2408, 3.6755, -0.5111], [-1.2670, 2.3018, -1.0417], [-3.8414, 1.9717, -1.8148], [-4.7337, 0.4318, -0.0065], [-2.6923, 0.2689, 1.8090], [-3.6376, 1.7163, 2.2201], [3.0077, -2.8669, 1.8393], [2.7152, -1.1483, 2.1697], [1.4024, -2.3333, 2.3456], [1.3024, -2.7184, -0.0409], [3.4195, -2.5017, -1.0910], [3.8730, -1.0579, -0.1701], [2.9095, 0.3679, -1.7459], [2.5151, -1.0351, -2.7631], [0.5650, 0.5497, -1.5751], [0.3209, -1.2511, -1.7385], [0.1522, -0.6669, 0.6264], [1.0534, -0.5927, 0.1535], [-0.9955, 2.4728, 1.7175]], "forces_ev_per_a": [[0.0, 0.0, 0.0], [0.4, 0.1, -0.4], [0.0, 0.0, -0.1], [-0.1, -0.2, 0.4], [-0.4, -0.2, 0.2], [0.4, 0.3, -0.2], [-0.7, -0.4, 0.2], [0.1, -0.2, -0.1], [0.1, 0.6, -0.3], [-0.1, 0.0, -0.1], [0.1, 0.0, 0.1], [-0.3, 0.2, 0.2], [0.1, -0.1, -0.1], [0.3, 0.3, 0.2], [-0.1, 0.3, -0.1], [0.2, -0.3, -0.3], [-0.1, 0.0, -0.1], [-0.1, -0.1, 0.0], [-0.1, 0.0, 0.2], [0.4, 0.6, 0.1], [-0.2, 0.4, 0.2], [-0.2, -0.1, 0.0], [-0.2, -0.7, 0.0], [-0.2, 0.1, 0.3], [0.0, -0.5, 0.1], [0.2, 0.5, 0.0], [0.3, 0.0, -0.2], [0.3, -0.5, -0.1], [-0.3, -0.1, -0.2]], "lowdin_charge": [-0.3917, -0.1048, -0.1077, -0.0955, -0.1018, -0.0699, -0.4308, -0.1578, -0.1762, -0.2359, 0.1241, 0.1182, 0.1023, 0.1050, 0.1199, 0.1302, 0.0763, 0.0817, 0.0664, 0.1431, 0.1117, 0.1091, 0.1096, 0.1020, 0.1000, 0.1122, 0.1093, -0.0403, 0.0908]}

Entry 3:
{"formula": "C10H18Br2Cl2F6GaMg2NNaO6P2S4", "method": "ωB97M-V/def2-TZVPD", "total_charge": -1, "e_homo_ev": -3.837, "gap_ev": 1.951, "species": ["S", "P", "Ga", "P", "S", "H", "H", "H", "H", "H", "H", "Mg", "C", "C", "C", "C", "C", "C", "H", "H", "H", "H", "H", "H", "O", "H", "Cl", "Mg", "C", "F", "F", "F", "S", "O", "O", "N", "S", "O", "O", "C", "F", "F", "F", "O", "H", "Na", "Cl", "Br", "C", "C", "Br", "H", "H", "H", "H"], "positions_angstrom": [[-0.6512, -4.4446, 1.1808], [-1.1702, -3.6532, -0.5492], [-2.8734, -2.0832, -0.0926], [-4.8539, -3.3848, 0.1655], [-5.5101, -3.6924, -1.6419], [-0.0575, -3.1156, -1.2884], [-1.8072, -4.7421, -1.2955], [-2.5840, -1.3614, 1.3167], [-3.0295, -0.9791, -1.2791], [-5.7807, -2.7269, 1.0500], [-4.4514, -4.6517, 0.7400], [-1.4807, -4.6685, 3.4443], [-4.5623, 2.8357, 0.4910], [-4.1278, 4.1574, 0.3955], [-2.8482, 4.5046, 0.8280], [-1.9989, 3.5271, 1.3473], [-2.4321, 2.2048, 1.4392], [-3.7151, 1.8593, 1.0154], [-5.5609, 2.5662, 0.1570], [-4.7872, 4.9177, -0.0156], [-2.5124, 5.5357, 0.7597], [-0.9999, 3.7966, 1.6798], [-1.7695, 1.4429, 1.8425], [-4.0543, 0.8300, 1.0923], [-6.7904, -5.7200, 2.0503], [-6.3711, -5.0170, 1.5884], [-2.4904, 0.6834, -1.5211], [-0.9904, 0.6945, 3.1678], [2.7603, -5.4942, -1.5140], [1.4754, -5.9122, -1.3250], [3.4728, -5.9477, -0.4386], [3.2348, -6.1902, -2.5910], [2.9067, -3.6895, -1.7333], [2.3831, -3.1252, -0.4869], [2.1027, -3.3988, -2.9229], [4.4809, -3.6469, -1.9186], [5.0184, -2.1747, -2.1566], [4.9496, -1.2621, -1.0118], [4.6913, -1.5637, -3.4476], [6.7858, -2.6046, -2.2909], [7.0339, -3.4738, -3.3169], [7.2595, -3.2185, -1.1646], [7.5895, -1.5232, -2.5035], [2.4000, -8.2672, 1.6513], [2.8193, -7.5643, 1.1894], [-1.8904, 6.9575, -0.1463], [4.7096, -4.8207, 0.1863], [1.6339, 8.9570, -1.0945], [2.3242, 10.0458, 0.3697], [1.9803, 9.4407, 1.7105], [0.1127, 9.7633, 2.1731], [1.9246, 11.0546, 0.2330], [3.4076, 10.0663, 0.2220], [2.5569, 9.9175, 2.5081], [2.1369, 8.3592, 1.7517]], "forces_ev_per_a": [[1.3, -1.1, 1.9], [-1.6, 0.4, -1.5], [-0.2, 0.2, 0.8], [0.6, -0.3, -0.2], [-0.6, -0.2, -0.6], [-0.4, -0.7, 0.3], [0.9, 1.0, 0.1], [0.3, 0.0, 0.1], [-0.2, 0.0, -0.2], [0.5, -0.6, -0.1], [-0.5, 0.7, 0.3], [-0.2, 0.2, -0.8], [0.2, 0.2, 0.2], [0.0, 0.0, 0.0], [-0.2, -0.8, -0.1], [0.1, -0.2, 0.1], [-0.8, 1.0, -0.6], [0.0, 0.2, 0.1], [0.2, 0.0, 0.0], [0.0, -0.1, 0.0], [-0.3, -0.6, 0.7], [0.0, -0.1, 0.0], [-1.0, 1.0, -1.8], [0.1, 0.2, -0.1], [-0.2, -0.9, 0.9], [0.3, 1.0, -0.8], [0.2, 0.6, -0.4], [1.3, -1.3, 2.1], [-2.4, -2.0, -3.2], [1.9, 1.0, 0.0], [-2.1, -3.0, -0.1], [-0.4, 1.0, 1.4], [-2.5, 2.2, -0.5], [0.8, -1.0, -1.4], [1.3, -0.8, 1.5], [-1.4, 1.5, -1.9], [0.0, 3.2, -0.8], [0.1, -1.6, -1.1], [0.4, -1.2, 1.6], [2.5, -1.1, -0.3], [-0.5, 0.8, 0.8], [-0.7, 0.6, -0.7], [-1.2, -0.8, 0.2], [-0.5, -0.9, 0.4], [0.7, 1.1, -0.5], [0.5, 0.6, -0.5], [3.9, 0.9, 4.6], [-0.1, 0.0, 0.0], [0.1, 0.0, -0.1], [0.1, 0.1, 0.2], [-0.1, -0.2, -0.1], [0.1, -0.3, 0.1], [-0.2, -0.1, 0.1], [-0.1, -0.1, -0.2], [0.0, 0.3, -0.1]], "lowdin_charge": [-0.1472, 0.2683, -0.0307, 0.0585, -0.0422, -0.0557, -0.0286, -0.1310, -0.2434, -0.0559, -0.0651, 0.5466, -0.0724, -0.0894, -0.1434, -0.0899, -0.2279, -0.1316, 0.1161, 0.0983, 0.0051, 0.0950, -0.2176, 0.0900, -0.4046, -0.2451, -0.1075, 0.4404, -0.5922, 0.1239, -0.2147, 0.1305, 0.5354, -0.3384, -0.2788, -0.4537, 0.5947, -0.2957, -0.2903, -0.6052, 0.0975, 0.0799, 0.1059, -0.2868, -0.1635, 0.7661, 0.7969, 0.6085, -0.6795, -0.6805, 0.6022, 0.0580, 0.0662, 0.0657, 0.0585]}

Entry 4:
{"formula": "C10H18BrFN2O", "method": "ωB97M-V/def2-TZVPD", "total_charge": 2, "e_homo_ev": [-14.492, -13.456], "gap_ev": [8.570, 6.486], "de_lowest_kcal_mol": 117.33, "species": ["C", "C", "C", "C", "C", "C", "C", "C", "C", "C", "N", "N", "O", "F", "Br", "H", "H", "H", "H", "H", "H", "H", "H", "H", "H", "H", "H", "H", "H", "H", "H", "H", "H"], "positions_angstrom": [[3.7520, -1.2762, 0.8270], [2.3439, -0.9771, 0.6538], [4.7544, -0.7254, 0.1984], [1.6772, 0.1161, 0.2402], [2.9948, 2.0745, 0.6928], [3.0906, 1.0295, -1.4700], [1.1314, 2.3259, -0.8006], [-1.9086, -0.4926, 0.8071], [-2.7385, -1.2995, -0.2338], [-0.3920, -0.8850, 0.7585], [2.2219, 1.3840, -0.3344], [-4.2652, -1.0835, -0.1004], [0.2998, 0.0994, 0.1196], [3.9114, 1.3178, 1.3509], [6.5010, -0.4883, -0.1452], [4.1487, -2.1086, 1.5105], [1.6161, -1.6518, 0.9685], [3.4370, 3.0169, 0.4222], [2.5149, 0.4480, -2.2270], [3.6862, 1.8224, -2.0402], [3.7021, 0.2447, -1.0284], [0.3804, 1.8841, -1.5242], [0.5860, 2.5586, 0.1365], [1.5339, 3.3159, -1.1342], [-2.2230, -0.5695, 1.8768], [-2.0345, 0.5887, 0.7207], [-2.7018, -2.4169, -0.1742], [-2.3954, -1.1029, -1.2845], [-0.2637, -2.0472, 0.4326], [0.0430, -0.9849, 1.7803], [-4.4650, -1.4420, 0.7978], [-4.7193, -1.4765, -0.8861], [-4.3053, -0.1104, -0.1877]], "forces_ev_per_a": [[1.8, -2.1, 1.1], [0.5, 2.1, -0.3], [0.2, 0.6, -0.9], [-0.6, -1.2, -0.3], [1.8, -0.3, 1.3], [0.9, -1.3, -2.4], [-1.6, 1.1, 1.0], [0.1, -0.6, 0.8], [0.5, -1.4, -0.5], [-1.1, -3.1, 1.9], [-0.6, 0.3, -0.6], [3.6, 0.3, -0.8], [1.4, 1.2, -1.3], [-1.8, 1.3, -0.8], [-0.2, -0.4, 0.3], [-1.4, 0.9, -0.6], [-0.3, -1.6, 0.5], [-0.3, 0.5, -0.2], [-0.1, 0.7, 0.5], [-1.1, -0.6, 1.5], [0.9, 0.4, -0.5], [1.6, 0.3, 0.8], [0.0, 0.0, -0.7], [0.1, -1.3, 0.0], [-0.1, -0.9, -0.8], [0.2, 0.0, -0.8], [0.7, 0.9, 0.5], [-0.6, 0.3, 0.9], [-0.2, 2.7, -0.3], [-0.8, 0.4, -0.2], [-1.2, -0.4, 1.1], [-1.1, -1.0, -0.7], [-1.1, 2.1, 0.4]], "lowdin_charge": [-0.1748, 0.0137, -0.6495, -0.1968, 0.0272, 0.0145, 0.0314, -0.1160, -0.1132, -0.2267, -0.2263, 0.2414, -0.0631, 0.0636, 0.9013, 0.1566, 0.0768, 0.1536, 0.1430, 0.1643, 0.0307, 0.1396, 0.1164, 0.1353, 0.1385, 0.1228, 0.1460, 0.1543, 0.1884, 0.1428, 0.1597, 0.1621, 0.1424]}

Copy entry 2 word for word.
{"formula": "C10H17NO", "method": "ωB97M-V/def2-TZVPD", "e_homo_ev": -8.818, "gap_ev": 9.655, "smiles": "C[C@@H]1CCCN1.O=C1CC=CC1", "de_lowest_kcal_mol": 0.00, "species": ["C", "C", "C", "C", "C", "C", "C", "C", "C", "C", "H", "H", "H", "H", "H", "H", "H", "H", "H", "H", "H", "H", "H", "H", "H", "H", "H", "N", "O"], "positions_angstrom": [[-1.9175, 2.1520, 1.0134], [-2.1442, 2.5900, -0.4319], [-3.3885, 1.8626, -0.8389], [-3.8707, 1.0904, 0.1229], [-3.0672, 1.2234, 1.4061], [2.2719, -2.0608, 1.7555], [1.8807, -1.8109, 0.3064], [3.0351, -1.5556, -0.6726], [2.4195, -0.6297, -1.7451], [0.9529, -0.4456, -1.2983], [-2.2408, 3.6755, -0.5111], [-1.2670, 2.3018, -1.0417], [-3.8414, 1.9717, -1.8148], [-4.7337, 0.4318, -0.0065], [-2.6923, 0.2689, 1.8090], [-3.6376, 1.7163, 2.2201], [3.0077, -2.8669, 1.8393], [2.7152, -1.1483, 2.1697], [1.4024, -2.3333, 2.3456], [1.3024, -2.7184, -0.0409], [3.4195, -2.5017, -1.0910], [3.8730, -1.0579, -0.1701], [2.9095, 0.3679, -1.7459], [2.5151, -1.0351, -2.7631], [0.5650, 0.5497, -1.5751], [0.3209, -1.2511, -1.7385], [0.1522, -0.6669, 0.6264], [1.0534, -0.5927, 0.1535], [-0.9955, 2.4728, 1.7175]], "forces_ev_per_a": [[0.0, 0.0, 0.0], [0.4, 0.1, -0.4], [0.0, 0.0, -0.1], [-0.1, -0.2, 0.4], [-0.4, -0.2, 0.2], [0.4, 0.3, -0.2], [-0.7, -0.4, 0.2], [0.1, -0.2, -0.1], [0.1, 0.6, -0.3], [-0.1, 0.0, -0.1], [0.1, 0.0, 0.1], [-0.3, 0.2, 0.2], [0.1, -0.1, -0.1], [0.3, 0.3, 0.2], [-0.1, 0.3, -0.1], [0.2, -0.3, -0.3], [-0.1, 0.0, -0.1], [-0.1, -0.1, 0.0], [-0.1, 0.0, 0.2], [0.4, 0.6, 0.1], [-0.2, 0.4, 0.2], [-0.2, -0.1, 0.0], [-0.2, -0.7, 0.0], [-0.2, 0.1, 0.3], [0.0, -0.5, 0.1], [0.2, 0.5, 0.0], [0.3, 0.0, -0.2], [0.3, -0.5, -0.1], [-0.3, -0.1, -0.2]], "lowdin_charge": [-0.3917, -0.1048, -0.1077, -0.0955, -0.1018, -0.0699, -0.4308, -0.1578, -0.1762, -0.2359, 0.1241, 0.1182, 0.1023, 0.1050, 0.1199, 0.1302, 0.0763, 0.0817, 0.0664, 0.1431, 0.1117, 0.1091, 0.1096, 0.1020, 0.1000, 0.1122, 0.1093, -0.0403, 0.0908]}

- Number 2 is which compound?
  C10H17NO

Copy entry 2 word for word.
{"formula": "C10H17NO", "method": "ωB97M-V/def2-TZVPD", "e_homo_ev": -8.818, "gap_ev": 9.655, "smiles": "C[C@@H]1CCCN1.O=C1CC=CC1", "de_lowest_kcal_mol": 0.00, "species": ["C", "C", "C", "C", "C", "C", "C", "C", "C", "C", "H", "H", "H", "H", "H", "H", "H", "H", "H", "H", "H", "H", "H", "H", "H", "H", "H", "N", "O"], "positions_angstrom": [[-1.9175, 2.1520, 1.0134], [-2.1442, 2.5900, -0.4319], [-3.3885, 1.8626, -0.8389], [-3.8707, 1.0904, 0.1229], [-3.0672, 1.2234, 1.4061], [2.2719, -2.0608, 1.7555], [1.8807, -1.8109, 0.3064], [3.0351, -1.5556, -0.6726], [2.4195, -0.6297, -1.7451], [0.9529, -0.4456, -1.2983], [-2.2408, 3.6755, -0.5111], [-1.2670, 2.3018, -1.0417], [-3.8414, 1.9717, -1.8148], [-4.7337, 0.4318, -0.0065], [-2.6923, 0.2689, 1.8090], [-3.6376, 1.7163, 2.2201], [3.0077, -2.8669, 1.8393], [2.7152, -1.1483, 2.1697], [1.4024, -2.3333, 2.3456], [1.3024, -2.7184, -0.0409], [3.4195, -2.5017, -1.0910], [3.8730, -1.0579, -0.1701], [2.9095, 0.3679, -1.7459], [2.5151, -1.0351, -2.7631], [0.5650, 0.5497, -1.5751], [0.3209, -1.2511, -1.7385], [0.1522, -0.6669, 0.6264], [1.0534, -0.5927, 0.1535], [-0.9955, 2.4728, 1.7175]], "forces_ev_per_a": [[0.0, 0.0, 0.0], [0.4, 0.1, -0.4], [0.0, 0.0, -0.1], [-0.1, -0.2, 0.4], [-0.4, -0.2, 0.2], [0.4, 0.3, -0.2], [-0.7, -0.4, 0.2], [0.1, -0.2, -0.1], [0.1, 0.6, -0.3], [-0.1, 0.0, -0.1], [0.1, 0.0, 0.1], [-0.3, 0.2, 0.2], [0.1, -0.1, -0.1], [0.3, 0.3, 0.2], [-0.1, 0.3, -0.1], [0.2, -0.3, -0.3], [-0.1, 0.0, -0.1], [-0.1, -0.1, 0.0], [-0.1, 0.0, 0.2], [0.4, 0.6, 0.1], [-0.2, 0.4, 0.2], [-0.2, -0.1, 0.0], [-0.2, -0.7, 0.0], [-0.2, 0.1, 0.3], [0.0, -0.5, 0.1], [0.2, 0.5, 0.0], [0.3, 0.0, -0.2], [0.3, -0.5, -0.1], [-0.3, -0.1, -0.2]], "lowdin_charge": [-0.3917, -0.1048, -0.1077, -0.0955, -0.1018, -0.0699, -0.4308, -0.1578, -0.1762, -0.2359, 0.1241, 0.1182, 0.1023, 0.1050, 0.1199, 0.1302, 0.0763, 0.0817, 0.0664, 0.1431, 0.1117, 0.1091, 0.1096, 0.1020, 0.1000, 0.1122, 0.1093, -0.0403, 0.0908]}